DFT (ωB97M-V/def2-TZVPD) results for C41H52BrMgN9O4SSb2 as an isolated structure.

XYZ file:
```
111
Properties=species:S:1:pos:R:3:forces:R:3:lowdin_charge:R:1
Mg -0.098 -0.063 0.157 0.173 0.097 0.192 0.422
C 2.506 -1.634 0.043 -0.044 0.030 -0.001 -0.099
N 2.077 -0.383 0.687 0.092 -0.064 -0.066 -0.063
C 2.855 0.769 0.197 -0.051 0.006 -0.016 -0.085
C 1.990 1.983 0.083 0.010 0.019 -0.056 -0.344
N 0.690 1.940 -0.070 0.155 -0.072 0.117 0.079
C 0.280 3.274 -0.176 0.005 -0.023 -0.095 -0.242
C -0.978 3.838 -0.386 -0.020 -0.044 0.016 -0.012
C -1.063 5.212 -0.466 -0.012 -0.003 -0.001 -0.054
C 0.073 6.029 -0.349 0.002 -0.022 -0.026 -0.056
C 1.329 5.489 -0.163 0.004 0.034 0.019 0.000
C 1.400 4.103 -0.081 0.024 -0.046 -0.020 -0.188
N 2.477 3.241 0.088 -0.012 0.075 -0.017 0.192
C 1.864 -1.706 -1.308 -0.069 -0.102 0.044 -0.300
N 0.666 -1.222 -1.542 0.208 0.314 -0.156 0.104
C 0.377 -1.565 -2.864 -0.064 -0.086 0.058 -0.240
C -0.772 -1.361 -3.627 -0.040 0.053 -0.001 -0.048
C -0.790 -1.868 -4.910 0.011 0.003 -0.002 -0.064
C 0.308 -2.567 -5.438 -0.008 0.033 -0.003 -0.062
C 1.449 -2.783 -4.694 0.017 -0.011 -0.017 0.007
C 1.451 -2.276 -3.400 0.018 0.017 0.016 -0.167
N 2.389 -2.337 -2.378 0.015 -0.032 -0.071 0.198
H 2.147 -2.470 0.646 0.012 -0.013 0.008 0.131
H 3.593 -1.723 -0.033 0.017 0.022 0.000 0.138
H 2.172 -0.476 1.695 0.026 0.025 0.063 0.097
H 3.227 0.535 -0.804 0.001 -0.011 -0.008 0.139
H 3.728 0.974 0.822 -0.001 -0.012 0.024 0.143
H -1.868 3.235 -0.499 0.014 0.018 0.009 0.058
H -2.029 5.667 -0.637 0.025 -0.001 0.005 0.104
H -0.039 7.102 -0.417 0.004 -0.001 -0.006 0.116
H 2.209 6.113 -0.086 -0.012 -0.005 -0.005 0.121
H 3.444 3.509 0.164 0.007 -0.036 0.011 0.177
H -1.626 -0.829 -3.228 0.030 0.011 0.006 0.065
H -1.670 -1.733 -5.525 0.008 0.002 0.000 0.116
H 0.254 -2.946 -6.450 0.002 -0.005 0.006 0.117
H 2.290 -3.331 -5.097 -0.006 0.003 0.000 0.122
H 3.291 -2.783 -2.427 -0.004 -0.006 0.046 0.178
C -4.169 -1.106 -0.780 0.071 0.017 -0.001 -0.297
Sb -2.794 0.536 -0.826 -0.429 -0.017 -0.008 1.358
C -3.854 1.708 0.621 0.082 -0.022 -0.014 -0.282
C -3.627 1.363 -2.655 0.172 0.018 0.121 -0.285
C -3.369 2.815 -2.936 0.001 0.065 -0.008 -0.278
C -4.203 3.752 -2.317 0.018 -0.059 -0.008 -0.063
C -4.078 5.111 -2.541 -0.028 -0.015 -0.030 -0.084
C -3.110 5.561 -3.429 0.009 0.003 0.014 -0.074
C -2.294 4.646 -4.067 0.027 0.008 0.029 -0.054
C -2.392 3.270 -3.838 -0.031 -0.046 0.002 -0.275
C -1.472 2.368 -4.604 0.037 -0.012 0.106 -0.319
Sb 0.500 2.130 -3.708 0.000 0.033 -0.062 1.330
C 1.401 1.431 -5.528 -0.028 0.042 0.073 -0.324
C 1.096 4.175 -3.990 -0.009 -0.081 0.028 -0.326
H -4.047 -1.752 -1.650 0.027 0.005 0.007 0.011
H -5.177 -0.693 -0.781 -0.004 -0.024 -0.010 0.023
H -4.031 -1.702 0.122 -0.005 0.004 -0.007 0.004
H -4.601 2.320 0.123 -0.025 -0.008 0.025 0.002
H -3.184 2.352 1.186 -0.001 -0.015 -0.006 0.003
H -4.354 1.020 1.303 0.005 0.008 0.010 0.016
H -4.692 1.193 -2.492 -0.018 0.008 -0.069 0.072
H -3.305 0.709 -3.462 -0.020 0.000 -0.024 0.041
H -5.002 3.395 -1.677 -0.004 0.023 -0.007 0.102
H -4.755 5.806 -2.063 0.007 -0.001 0.005 0.112
H -3.014 6.618 -3.643 0.007 -0.008 -0.011 0.113
H -1.565 4.999 -4.787 -0.019 0.001 -0.004 0.110
H -1.268 2.789 -5.589 -0.038 -0.007 -0.021 0.069
H -1.874 1.367 -4.750 -0.014 -0.002 -0.025 0.036
H 1.090 2.072 -6.352 0.011 -0.017 -0.005 0.012
H 1.096 0.407 -5.731 -0.014 -0.068 -0.014 -0.017
H 2.487 1.464 -5.443 -0.006 0.002 0.004 0.003
H 0.981 4.449 -5.038 -0.008 0.019 0.016 0.014
H 2.143 4.290 -3.708 -0.003 0.000 -0.001 0.000
H 0.490 4.832 -3.369 0.006 0.016 0.037 -0.012
C 4.215 -1.973 5.656 -0.006 0.009 0.019 -0.106
C 2.853 -1.997 6.332 0.033 0.041 -0.155 -0.268
S 1.563 -1.227 5.346 -0.081 0.023 0.113 0.691
O 0.366 -2.030 5.421 0.023 0.046 -0.028 -0.290
O 2.089 -0.912 4.027 -0.002 -0.095 -0.123 -0.348
C 1.241 0.339 6.164 0.069 -0.088 -0.136 -0.187
C -0.145 0.923 5.869 -0.049 0.092 -0.019 -0.098
N -0.652 0.669 4.514 0.051 0.038 0.015 0.062
C -0.055 1.061 3.365 0.202 -0.043 -0.054 -0.303
N -0.637 0.517 2.302 -0.469 0.113 -0.034 0.089
C -1.708 -0.191 2.786 0.089 -0.082 0.037 -0.074
C -1.712 -0.130 4.134 -0.030 -0.020 0.004 -0.132
N -2.629 -0.816 5.004 0.101 -0.090 -0.004 -0.322
O -3.360 -1.615 4.460 -0.052 0.025 -0.011 0.119
O -2.606 -0.564 6.190 -0.093 0.015 0.049 0.108
C 1.101 1.998 3.346 0.002 -0.021 -0.008 0.037
H 4.935 -2.484 6.293 -0.009 0.003 0.008 0.091
H 4.567 -0.956 5.494 -0.003 0.000 0.011 0.081
H 4.185 -2.483 4.695 -0.001 -0.006 0.008 0.077
H 2.862 -1.477 7.290 -0.021 -0.051 0.032 0.103
H 2.479 -3.007 6.499 0.012 -0.019 0.003 0.110
H 2.054 0.998 5.858 0.014 0.016 0.049 0.106
H 1.319 0.154 7.234 -0.023 0.068 0.022 0.115
H -0.106 2.001 6.021 -0.020 0.014 0.037 0.140
H -0.874 0.515 6.558 0.011 0.002 -0.058 0.114
H -2.394 -0.741 2.165 -0.024 0.032 -0.006 0.114
H 1.012 2.739 4.139 -0.007 -0.003 0.007 0.101
H 1.117 2.527 2.397 -0.025 0.025 0.006 0.069
H 2.041 1.459 3.483 -0.018 0.011 -0.029 0.081
Br -2.828 -5.093 -0.951 0.000 0.007 0.010 0.823
C -1.815 -4.149 0.318 -0.028 -0.028 -0.034 -0.658
C -1.539 -4.683 1.566 0.014 0.002 0.026 -0.060
C -0.780 -3.925 2.444 -0.025 -0.043 0.032 -0.006
C -0.350 -2.672 2.053 -0.014 -0.012 -0.032 -0.131
N -0.630 -2.147 0.852 -0.086 -0.106 -0.056 0.004
C -1.342 -2.890 -0.002 0.042 0.024 0.023 -0.200
H -1.908 -5.661 1.843 0.002 0.001 -0.006 0.122
H -0.542 -4.290 3.434 0.019 0.011 -0.005 0.124
H 0.221 -2.055 2.731 0.089 0.036 0.064 0.085
H -1.542 -2.472 -0.981 0.001 0.019 0.005 0.076
```
Forces are in eV/Å.

As for the multiplicity: 1. For the HOMO energy, the calculation gives -12.095 eV. Its energy above the lowest of the compared OMol25 structures with the same formula, charge and spin is 0.0 kcal per mole. The value obtained for the total energy is -6039.735447 hartree. Its largest force on an atom is 0.5 eV/Å. As for the frontier orbital gap: 0.27212 hartree. Its charge is +2.

DFT (ωB97M-V/def2-TZVPD) results for C41H52F3NO7PSSiTeY as an isolated structure.

XYZ file:
```
109
Properties=species:S:1:pos:R:3:forces:R:3:lowdin_charge:R:1
Y 0.383 -0.089 -0.282 0.472 -0.138 0.155 1.407
F 1.556 -0.966 4.514 -0.004 -0.002 0.001 0.128
C 0.344 -0.439 4.270 0.013 0.023 -0.006 -0.537
F 0.347 0.810 4.788 0.001 -0.012 0.000 0.126
F -0.541 -1.152 4.985 -0.011 0.002 -0.003 0.125
C 0.005 -0.399 2.751 -0.096 -0.039 0.028 -0.586
O -1.137 -0.700 2.417 0.044 -0.002 0.038 0.037
O 0.968 -0.028 2.031 -0.085 -0.019 -0.144 -0.082
C 3.766 -2.034 1.730 -0.028 0.010 0.012 -0.172
Si 3.746 -1.669 -0.118 0.086 -0.004 -0.015 0.226
C 4.173 -3.299 -0.992 -0.030 0.001 -0.013 -0.178
C 5.193 -0.511 -0.454 -0.028 0.015 -0.019 -0.170
O 2.352 -1.087 -0.643 -0.188 0.068 0.051 -0.490
H 4.775 -2.295 2.066 -0.001 -0.002 0.001 0.019
H 3.100 -2.860 1.993 0.002 -0.006 -0.003 0.016
H 3.425 -1.159 2.289 0.010 0.004 -0.007 0.018
H 5.090 -3.739 -0.588 0.004 0.004 0.003 0.016
H 4.325 -3.140 -2.064 0.004 0.003 0.000 0.013
H 3.366 -4.028 -0.874 0.004 -0.001 0.004 0.012
H 6.146 -0.971 -0.174 0.003 0.007 -0.004 0.018
H 5.066 0.415 0.111 -0.004 0.003 -0.001 0.011
H 5.231 -0.245 -1.514 0.005 0.012 0.006 0.029
C 0.298 0.387 -9.145 0.001 -0.006 0.007 -0.063
C 0.659 0.120 -7.708 -0.001 0.001 0.008 -0.281
C -0.179 0.520 -6.673 0.004 0.003 -0.020 -0.027
C 0.146 0.265 -5.348 0.030 -0.005 0.004 -0.061
C 1.317 -0.412 -5.056 -0.045 0.040 0.031 -0.395
C 2.182 -0.798 -6.070 0.012 -0.021 -0.017 -0.085
C 1.846 -0.537 -7.388 0.010 0.006 -0.001 -0.057
S 1.735 -0.710 -3.338 -0.071 -0.061 -0.072 0.906
C 1.526 -2.497 -3.377 0.025 0.022 0.010 -0.211
O 0.494 -0.232 -2.621 0.037 0.047 0.072 -0.624
H -0.511 1.114 -9.214 -0.001 0.000 -0.002 0.071
H -0.032 -0.528 -9.643 -0.001 0.001 -0.002 0.075
H 1.153 0.775 -9.701 -0.001 0.001 -0.002 0.072
H -1.098 1.051 -6.896 0.004 -0.002 0.005 0.114
H -0.483 0.602 -4.536 -0.001 0.002 -0.013 0.095
H 3.121 -1.288 -5.833 -0.002 0.000 0.004 0.108
H 2.522 -0.836 -8.182 0.003 -0.002 0.003 0.106
H 0.527 -2.722 -3.748 0.002 0.005 -0.002 0.068
H 1.638 -2.822 -2.344 0.003 -0.001 0.002 0.023
H 2.297 -2.937 -4.010 -0.004 0.007 -0.008 0.054
C -1.765 0.927 -0.795 0.021 0.263 -0.057 -0.126
C -2.737 1.463 -1.328 -0.144 -0.013 0.163 -0.231
C -3.937 1.965 -1.924 0.049 -0.050 -0.124 -0.242
C -4.314 1.369 -3.175 0.014 0.075 -0.021 -0.213
C -3.362 0.599 -3.905 -0.024 0.003 -0.015 -0.063
C -3.692 -0.118 -5.036 0.009 -0.011 -0.001 -0.131
C -4.997 -0.131 -5.534 -0.010 0.008 -0.005 -0.159
C -5.950 0.618 -4.848 0.017 -0.007 -0.006 -0.145
C -5.630 1.351 -3.717 0.008 -0.015 0.013 -0.073
C -4.712 2.930 -1.181 -0.004 -0.013 -0.004 -0.186
C -5.690 3.779 -1.752 -0.002 -0.006 -0.013 -0.070
C -6.405 4.691 -0.993 0.002 0.011 0.011 -0.138
C -6.184 4.826 0.373 -0.003 -0.003 -0.004 -0.157
C -5.197 4.031 0.952 0.000 0.004 -0.004 -0.128
C -4.479 3.119 0.204 0.004 0.004 0.014 -0.048
H -2.347 0.572 -3.527 -0.006 0.003 0.020 0.078
H -2.913 -0.681 -5.544 -0.015 0.007 0.014 0.086
H -5.256 -0.693 -6.423 -0.001 0.001 0.001 0.070
H -6.979 0.626 -5.197 -0.002 -0.001 0.002 0.083
H -6.427 1.867 -3.201 -0.004 -0.001 -0.002 0.081
H -5.850 3.759 -2.821 -0.004 0.001 0.002 0.088
H -7.135 5.326 -1.486 0.000 -0.002 -0.003 0.083
H -6.744 5.543 0.962 -0.002 0.001 0.000 0.072
H -4.979 4.129 2.011 0.002 -0.002 0.000 0.087
H -3.702 2.527 0.673 -0.003 -0.004 -0.002 0.094
C -0.186 4.547 0.583 0.036 -0.003 -0.006 -0.072
C 1.317 4.517 0.770 -0.059 0.023 -0.006 -0.290
O 1.983 4.404 -0.504 -0.006 -0.048 0.033 -0.326
P 2.343 2.924 -1.041 -0.009 0.107 0.104 0.087
O 1.426 1.954 -0.354 0.045 -0.198 -0.206 -0.451
Te 2.459 3.061 -3.388 0.029 -0.054 -0.076 0.355
O 3.794 2.616 -0.392 -0.061 0.037 0.035 -0.300
C 4.957 3.350 -0.759 0.018 -0.002 0.021 -0.329
C 5.204 4.496 0.205 -0.011 -0.022 0.002 -0.082
H -0.679 4.668 1.551 -0.011 -0.005 -0.005 0.075
H -0.536 3.619 0.129 -0.011 0.002 0.020 0.058
H -0.474 5.377 -0.063 -0.001 0.007 0.002 0.078
H 1.611 3.692 1.421 0.008 -0.001 -0.005 0.109
H 1.682 5.450 1.208 0.006 0.001 -0.011 0.107
H 4.857 3.710 -1.787 0.003 -0.006 -0.003 0.041
H 5.782 2.635 -0.729 0.000 0.002 -0.012 0.105
H 4.389 5.218 0.154 -0.002 0.001 -0.005 0.064
H 6.139 5.003 -0.047 0.002 0.001 -0.003 0.067
H 5.275 4.122 1.228 0.001 0.007 0.001 0.075
C -3.399 -1.569 0.576 0.002 -0.001 0.032 -0.009
N -3.762 -2.065 -0.787 -0.013 -0.002 0.011 -0.157
C -4.855 -1.239 -1.367 -0.013 -0.001 0.009 0.008
C -2.565 -2.134 -1.718 0.037 -0.031 0.010 -0.105
C -1.533 -3.072 -1.161 -0.013 0.004 -0.025 -0.290
C -1.744 -4.441 -1.359 0.007 -0.001 -0.005 -0.089
C -0.880 -5.372 -0.803 -0.004 0.002 0.001 -0.127
C 0.193 -4.907 -0.050 0.004 0.005 0.002 -0.115
C 0.395 -3.540 0.109 -0.006 0.005 0.005 -0.144
C -0.444 -2.549 -0.438 -0.024 -0.006 0.006 -0.131
H -4.304 -1.561 1.183 -0.009 -0.008 -0.002 0.099
H -2.989 -0.564 0.459 -0.017 -0.002 0.006 0.055
H -2.638 -2.211 1.007 -0.006 -0.010 -0.003 0.083
H -4.084 -3.026 -0.688 -0.007 0.001 -0.002 0.161
H -4.542 -0.194 -1.344 0.003 -0.035 0.018 0.079
H -5.752 -1.373 -0.763 0.008 -0.008 0.002 0.099
H -5.033 -1.540 -2.398 0.004 -0.006 0.004 0.098
H -2.202 -1.111 -1.801 0.000 0.012 -0.015 0.073
H -2.968 -2.465 -2.678 -0.016 0.012 -0.004 0.127
H -2.578 -4.782 -1.973 -0.001 0.005 0.002 0.096
H -1.032 -6.433 -0.962 0.002 0.000 0.003 0.082
H 0.883 -5.614 0.401 0.000 0.002 -0.001 0.089
H 1.264 -3.227 0.680 0.008 -0.006 0.001 0.062
```
Forces are in eV/Å.

As for the multiplicity: 1. For the HOMO energy, the calculation gives -0.511 eV. Its energy above the lowest of the compared OMol25 structures with the same formula, charge and spin is 0.0 kcal per mole. The value obtained for the total energy is -3810.262208 hartree. Its largest force on an atom is 0.5 eV/Å. As for the frontier orbital gap: 0.15915 hartree. Its charge is -2.

- What is the energy above the lowest of the compared OMol25 structures with the same formula, charge and spin in the second record?
  0.0 kcal per mole